DFT (ωB97M-V with the def2-TZVPD basis set) results for 2 unconnected molecules or ions with the total composition C24H28NO2.

CARTESIAN COORDINATES (ANGSTROEM)
C1 -4.3805 -1.8220 -3.5740
C2 -2.9755 -1.2929 -3.5332
N1 -2.7988 -0.2366 -2.6392
C3 -1.4777 0.2017 -2.3494
C4 -0.8287 1.0607 -3.3205
C5 0.3685 1.6654 -3.0701
C6 1.0369 2.6251 -3.9972
C7 0.0864 3.2103 -5.0594
C8 -0.7817 2.1089 -5.6638
C9 -1.5773 1.3449 -4.5984
C10 -0.9032 -0.1560 -1.1634
O1 -2.0824 -1.7327 -4.2446
H1 -5.0644 -1.1986 -2.9911
H2 -4.7098 -1.8564 -4.6182
H3 -4.3737 -2.8419 -3.1716
H4 -3.3946 -0.3475 -1.8244
H5 0.8930 1.4599 -2.1388
H6 1.5058 3.4389 -3.4273
H7 1.8555 2.1077 -4.5248
H8 -0.5558 3.9746 -4.6030
H9 0.6618 3.6982 -5.8527
H10 -1.4856 2.5248 -6.3945
H11 -0.1442 1.3881 -6.1956
H12 -1.9185 0.4081 -5.0523
H13 -2.4874 1.9196 -4.3553
H14 0.0819 0.2160 -0.9057
H15 -1.4174 -0.8443 -0.4948
C11 0.8158 1.5214 8.0958
O2 1.1817 2.2122 6.8803
C12 1.3658 1.4892 5.7496
C13 1.6277 2.2136 4.5567
C14 1.7348 1.5506 3.3639
C15 1.6076 0.1224 3.2731
C16 1.6701 -0.4594 1.9866
C17 1.4349 -1.7981 1.5808
C18 1.8551 -2.1623 0.2611
C19 1.7083 -3.4571 -0.2085
C20 1.1641 -4.4528 0.6185
C21 0.7091 -4.1112 1.9005
C22 0.7816 -2.7992 2.3635
C23 1.4705 -0.5903 4.5010
C24 1.2981 0.0751 5.7010
H16 0.7417 2.3212 8.8304
H17 -0.1516 1.0122 7.9906
H18 1.5859 0.7991 8.3973
H19 1.7133 3.2954 4.6245
H20 1.9119 2.1120 2.4444
H21 1.9870 0.2245 1.1981
H22 2.3057 -1.3887 -0.3678
H23 2.0306 -3.7010 -1.2208
H24 1.0860 -5.4793 0.2576
H25 0.2830 -4.8847 2.5409
H26 0.3218 -2.5297 3.3152
H27 1.5173 -1.6767 4.5092
H28 1.1095 -0.4825 6.6203

Cartesian forces (eV/Å) of the 2 atoms listed first:
C -0.2 -0.1 0.0
C 0.7 -0.2 -0.7

Properties
Kohn-Sham gap ... 4.57 eV
Total charge ... +1
Energy ... -1136.2718 Ha
Energy relative to the best compared isomer or geometry (same formula, charge and spin) ... 194.6 kJ/mol